(1)
Below is the ion C11H16NS with charge +1 in a non-equilibrium geometry, with properties calculated with ωB97M-V/def2-TZVPD.

net charge: +1
ΔE to the lowest compared entry with this formula, charge and spin: 73.3 kJ/mol
Kohn-Sham gap: 9.495 eV

CARTESIAN COORDINATES (ANGSTROEM)
S (1.2048, 2.3997, 1.8740)
N (-0.2726, 2.0390, -0.3398)
C (-2.5771, -1.7450, 0.5454)
C (-0.4160, 1.8610, -1.8108)
C (0.8124, -0.0994, 0.2900)
C (3.1423, -0.8180, 0.4705)
C (1.7382, -1.0454, 0.3965)
C (-0.5557, -0.2770, 0.3787)
C (-1.1471, -1.5329, 0.3895)
C (1.0463, 1.6917, 0.1996)
C (-1.2850, 1.0158, 0.3007)
C (-0.1363, -2.5517, 0.3144)
C (1.2038, -2.4241, 0.3591)
H (3.6740, -1.7476, 0.8185)
H (-2.8298, -2.7864, 0.7043)
H (-2.7205, -1.2445, 1.4870)
H (-0.3842, 0.8370, -2.1306)
H (-0.5102, 2.9580, -0.1682)
H (-3.2108, -1.4130, -0.2221)
H (-1.5355, 1.4501, 1.2904)
H (1.8056, -3.2572, 0.4158)
H (3.3821, -0.0237, 1.1817)
H (-0.6364, -3.5270, 0.2635)
H (0.4627, 2.3040, -2.2610)
H (-1.2642, 2.4346, -2.1791)
H (0.9831, 1.2194, 2.4575)
H (3.5542, -0.4616, -0.5146)
H (-2.1336, 1.1770, -0.4989)
H (1.7661, 1.9907, -0.4592)

Cartesian forces, eV/Å:
S 0.31 -0.25 -0.58
N -0.68 -4.11 -0.83
C 0.27 -1.09 1.43
C 1.26 1.05 -0.65
C -0.40 5.02 0.05
C 3.22 0.12 -0.16
C -1.21 -3.88 -0.39
C -1.13 0.20 -1.01
C 3.88 0.53 -0.87
C -1.75 -4.34 2.52
C -1.55 2.61 -1.29
C -3.51 -1.26 0.20
C -0.41 4.45 0.20
H -0.32 1.03 -0.59
H 0.13 -0.26 0.05
H -1.18 0.30 0.39
H -0.44 -0.56 0.30
H -0.74 2.48 1.07
H -0.72 0.93 -1.04
H -0.23 -0.35 -0.60
H 1.46 -1.55 -0.03
H 0.04 -0.03 0.04
H 0.78 -0.08 0.07
H 0.24 0.30 -0.19
H -0.20 -0.35 0.18
H -0.06 0.03 0.26
H -0.18 -0.57 0.83
H 1.00 -1.10 2.17
H 2.12 0.74 -1.53


(2)
Below is the molecule C11H16O, with properties calculated with ωB97M-V/def2-TZVPD.

ΔE to the lowest compared entry with this formula, charge and spin: 7.8 kJ/mol
Kohn-Sham gap: 10.084 eV

CARTESIAN COORDINATES (ANGSTROEM)
O (0.0899, -2.9066, -0.0960)
C (-0.0032, -1.7689, 0.7273)
C (-2.5039, 1.0717, 0.9125)
C (-1.5017, 0.1781, 1.2384)
C (-1.8511, -0.9750, -0.8264)
C (1.9422, 2.0814, -0.0153)
C (-1.1533, -0.8478, 0.3664)
C (1.3164, -0.9705, 0.7431)
C (-3.1833, 0.9476, -0.2884)
C (-2.8608, -0.0841, -1.1514)
C (2.6210, 0.8144, -0.5223)
C (1.6520, -0.3653, -0.6232)
H (-3.3941, -0.1975, -2.0837)
H (0.7344, -0.0152, -1.1037)
H (0.3597, -2.6183, -0.9756)
H (1.5438, 1.9423, 0.9865)
H (-2.7578, 1.8675, 1.5975)
H (-0.9854, 0.2743, 2.1829)
H (2.6499, 2.9065, 0.0129)
H (1.2250, -0.1789, 1.4855)
H (1.1184, 2.3569, -0.6708)
H (-3.9636, 1.6481, -0.5463)
H (-0.1817, -2.1714, 1.7327)
H (3.0361, 1.0143, -1.5128)
H (-1.6190, -1.7839, -1.5040)
H (2.1220, -1.6365, 1.0587)
H (3.4508, 0.5501, 0.1366)
H (2.0972, -1.1333, -1.2613)

Cartesian forces, eV/Å:
O 0.01 -0.15 -0.33
C 0.22 0.31 0.47
C -0.03 0.09 0.06
C 0.03 -0.06 -0.06
C 0.07 -0.09 0.07
C 0.16 -0.15 -0.05
C -0.08 -0.19 0.02
C -0.24 -0.19 -0.23
C -0.08 0.04 -0.06
C -0.04 0.07 -0.05
C -0.18 -0.01 -0.12
C 0.19 0.02 0.20
H -0.05 0.00 -0.08
H 0.02 -0.02 -0.09
H 0.03 -0.07 0.01
H -0.08 0.05 0.12
H -0.03 0.06 0.06
H 0.07 0.02 0.11
H 0.01 0.13 0.05
H 0.01 0.04 0.08
H -0.10 0.06 -0.04
H -0.07 0.05 -0.01
H 0.01 0.10 -0.13
H 0.09 -0.02 0.03
H 0.02 -0.07 -0.02
H 0.00 0.02 0.08
H 0.10 -0.02 -0.03
H -0.07 -0.03 -0.05


(3)
Below is a structure of composition C11H16O8PPb in a non-equilibrium geometry, with properties calculated with ωB97M-V/def2-TZVPD.

net charge: +3
ΔE to the lowest compared entry with this formula, charge and spin: 90.0 kJ/mol
Kohn-Sham gap (spin up / spin down): 6.167 / 6.644 eV

CARTESIAN COORDINATES (ANGSTROEM)
Pb (-2.2965, -0.6297, -1.5012)
P (1.1773, -1.4039, 1.0543)
O (-3.6360, 1.4752, -4.9135)
O (-0.4858, -1.6689, 0.8446)
O (1.1770, -0.9520, 2.6135)
O (0.1172, -1.0136, -4.1974)
O (0.8630, 1.7247, -3.7886)
O (1.4078, 0.0695, 0.2967)
O (-0.9091, 3.1623, -1.3859)
O (-0.8904, 3.3493, -5.4802)
C (-2.9600, 1.0514, -4.1240)
C (-0.2107, -3.8483, 2.1311)
C (2.6837, 0.7555, 0.2723)
C (-0.7740, 0.6977, 2.7007)
C (-0.0100, 1.1761, -3.1586)
C (-0.9273, 2.2114, -5.4540)
C (-1.1803, 2.0504, -1.5063)
C (2.4350, 2.1463, -0.2840)
C (-0.1499, -0.1345, -3.4180)
C (-1.1513, -2.7721, 1.6384)
C (0.5833, 0.2496, 3.1814)
H (2.1676, 2.1262, -1.3477)
H (-1.6832, -2.2937, 2.4785)
H (-0.8070, -4.6416, 2.6019)
H (-1.9057, -3.1817, 0.9522)
H (1.6161, 2.6449, 0.2489)
H (-1.5316, -0.0946, 2.7181)
H (0.4664, -3.4501, 2.8956)
H (3.3905, 0.2084, -0.3733)
H (-0.7366, 1.1850, 1.7196)
H (0.5378, 0.0100, 4.2468)
H (3.3358, 2.7617, -0.1848)
H (-1.0958, 1.4588, 3.4244)
H (-3.4295, -2.0053, -0.5628)
H (0.3712, -4.3065, 1.3216)
H (3.1199, 0.8302, 1.2859)
H (1.3212, 1.0517, 3.0540)

Cartesian forces, eV/Å:
Pb -0.25 -1.86 0.56
P -3.01 4.23 3.05
O 0.45 -0.42 0.76
O 2.19 -0.05 -0.90
O 0.76 -2.33 -2.41
O -2.16 4.56 4.90
O -1.63 -0.79 2.49
O -1.19 -3.04 0.00
O -0.94 -3.35 -0.25
O -0.10 -2.31 -0.07
C -1.00 0.21 -0.53
C 0.23 0.18 0.04
C 1.55 0.84 0.01
C -0.13 -0.14 -0.05
C 2.97 5.65 -1.09
C -0.04 2.79 -0.87
C 0.79 3.83 0.57
C -0.41 0.07 -0.12
C 1.37 -9.70 -5.83
C -0.55 -0.36 0.12
C 0.21 1.16 0.68
H 0.18 -0.09 0.15
H 0.41 0.06 -0.38
H 0.15 0.18 -0.10
H 0.35 0.17 0.11
H 0.27 -0.04 0.07
H 0.19 0.19 0.03
H -0.09 -0.14 -0.04
H -0.35 0.05 0.28
H -0.03 -0.11 0.02
H 0.10 -0.10 -0.18
H -0.13 -0.19 0.03
H 0.02 -0.09 -0.19
H 0.58 1.37 -0.61
H -0.18 0.03 0.03
H -0.41 -0.29 -0.35
H -0.17 -0.19 0.06


| no. | DFT total energy (eV) |
| --- | --- |
| 1 | -23983.7915 |
| 2 | -13714.1862 |
| 3 | -42542.4731 |